Here is a structure of composition C16H33CrF6N4O13S2 from the OMol25 dataset. Energies are from the ωB97M-V functional and the def2-TZVPD basis.

Computed properties:
- total charge = -2
- HOMO-LUMO gap (spin up / spin down) (eV) = 3.1 / 6.9
- HOMO energy (spin up / spin down) (eV) = 1.34 / -2.52
- 2S+1 = 6
- calculated total energy (a.u.) = -4266.36245

Geometry (Å):
Cr1 -7.786 11.277 -38.326
C1 -5.695 14.555 -39.301
F1 -5.712 13.566 -40.205
F2 -4.714 15.378 -39.541
F3 -6.795 15.231 -39.247
S1 -5.324 13.803 -37.575
O1 -4.233 12.816 -37.713
O2 -4.941 14.855 -36.646
N1 -6.901 12.935 -37.465
S2 -7.747 13.773 -36.395
O3 -7.930 15.222 -36.651
O4 -8.936 12.997 -35.969
C2 -6.613 13.669 -34.646
F4 -6.202 14.931 -34.339
F5 -7.411 13.356 -33.631
F6 -5.692 12.712 -34.814
C3 -8.177 12.579 -42.766
C4 -8.168 11.513 -41.673
O5 -8.110 11.813 -40.459
O6 -8.236 10.390 -42.143
H1 -9.097 12.501 -43.345
H2 -7.259 12.705 -43.340
H3 -8.236 13.537 -42.248
N2 -8.654 8.052 -39.192
O7 -8.282 6.970 -38.596
O8 -9.132 7.924 -40.277
O9 -8.476 9.118 -38.620
C5 -7.558 10.036 -34.864
O10 -7.074 10.124 -36.161
C6 -5.767 9.729 -36.409
C7 -5.382 9.358 -37.794
N3 -5.564 10.492 -38.703
C8 -5.404 10.319 -40.187
C9 -3.966 9.949 -40.592
O11 -3.033 10.976 -40.239
C10 -1.776 10.723 -40.728
H4 -7.035 10.700 -34.176
H5 -7.319 9.030 -34.521
H6 -8.614 10.283 -34.757
H7 -5.369 8.917 -35.802
H8 -5.137 10.522 -36.004
H9 -5.915 8.490 -38.180
H10 -4.346 9.023 -37.842
H11 -4.712 11.027 -38.616
H12 -5.543 11.314 -40.612
H13 -6.125 9.707 -40.727
H14 -3.878 9.826 -41.672
H15 -3.706 8.975 -40.177
H16 -1.806 10.825 -41.813
H17 -1.265 9.767 -40.611
H18 -1.084 11.484 -40.367
C11 -12.307 12.254 -34.328
O12 -11.509 11.389 -35.044
C12 -12.079 10.875 -36.224
C13 -10.915 10.464 -37.137
N4 -10.272 11.525 -37.847
C14 -11.124 11.848 -38.972
C15 -11.019 13.339 -39.342
O13 -11.438 14.112 -38.236
C16 -11.702 15.395 -38.657
H19 -11.765 12.285 -33.383
H20 -13.180 11.738 -33.928
H21 -12.431 13.248 -34.758
H22 -12.741 10.095 -35.851
H23 -12.804 11.520 -36.721
H24 -10.114 10.183 -36.453
H25 -11.083 9.734 -37.929
H26 -10.357 12.349 -37.270
H27 -10.726 11.144 -39.703
H28 -12.168 11.714 -38.689
H29 -9.950 13.553 -39.332
H30 -11.587 13.468 -40.263
H31 -11.879 15.844 -37.679
H32 -12.638 15.492 -39.207
H33 -10.809 15.876 -39.054